# 1
A single C5H5NO molecule in a non-equilibrium geometry, computed with the ωB97M-V functional and the def2-TZVPD basis.

```
12
C5H5NO (the ωB97M-V functional and the def2-TZVPD basis)
O -0.010 0.628 1.909
C -0.233 0.983 0.575
C 0.457 0.003 -0.414
C -0.997 -1.886 0.326
C 0.161 -1.459 -0.095
C 0.053 0.323 -1.791
N -0.304 0.605 -2.855
H -0.535 -0.164 2.099
H -1.303 1.059 0.333
H 0.214 1.969 0.431
H 1.539 0.143 -0.332
H 0.958 -2.204 -0.186
```

The gap between HOMO and LUMO is 9.89 eV. The calculation puts the energy at -8798.92709 eV. The max |F| comes out at 1.18 eV Å⁻¹. The energy above the lowest of the compared OMol25 structures with the same formula, charge and spin is 433.4 kJ/mol. Its charge is 0. The molar mass comes out at 95.10 Da.

The computed natural (NBO) charges, all in e, follow: atom 1 (O): -0.700, atom 2 (C): -0.046, atom 3 (C): -0.350, atom 4 (C): 0.265, atom 5 (C): -0.581, atom 6 (C): 0.275, atom 7 (N): -0.291, atom 8 (H): 0.480, atom 9 (H): 0.179, atom 10 (H): 0.199, atom 11 (H): 0.265, atom 12 (H): 0.304

# 2
2 unconnected molecules or ions with the total composition Br2ClOP in a non-equilibrium geometry, computed with the ωB97M-V functional and the def2-TZVPD basis.

```
5
Br2ClOP (the ωB97M-V functional and the def2-TZVPD basis)
O 1.594 0.218 0.754
P 1.929 -0.651 -0.388
Cl 2.593 0.499 -1.801
Br -3.386 -0.373 -0.323
Br -2.730 0.308 1.757
```

The gap between HOMO and LUMO is 8.82 eV. The calculation puts the energy at -163944.08730 eV. The max |F| comes out at 2.54 eV Å⁻¹. As for the SMILES: O=PCl.BrBr. The energy above the lowest of the compared OMol25 structures with the same formula, charge and spin is 13.1 kJ/mol. Its charge is 0. The molar mass comes out at 242.23 Da.

The computed natural (NBO) charges, all in e, follow: atom 1 (O): -0.969, atom 2 (P): 1.263, atom 3 (Cl): -0.294, atom 4 (Br): -0.009, atom 5 (Br): 0.009

# 3
A molecular structure, C30H47ClOsP2 in a non-equilibrium geometry, computed with the ωB97M-V functional and the def2-TZVPD basis.

```
81
C30H47ClOsP2 (the ωB97M-V functional and the def2-TZVPD basis)
Os -0.523 -0.944 0.431
C -1.825 -1.046 2.650
C -1.537 -2.107 1.693
C 0.422 -1.494 2.862
C -0.657 -0.745 3.379
C -0.052 -2.370 1.802
C -3.191 -0.535 2.947
H -3.880 -0.727 2.113
H -3.162 0.546 3.142
H -3.601 -1.034 3.839
C -0.593 0.186 4.534
H -1.386 0.947 4.487
H 0.378 0.699 4.573
H -0.716 -0.365 5.476
C 1.790 -1.488 3.420
H 1.758 -1.555 4.516
H 2.314 -0.557 3.157
H 2.373 -2.328 3.033
C 0.588 -3.662 1.401
H 0.276 -4.474 2.070
H 1.673 -3.545 1.434
H 0.307 -3.901 0.376
C -2.509 -3.082 1.123
H -2.612 -3.946 1.794
H -2.164 -3.425 0.144
H -3.473 -2.598 0.965
C -1.070 1.138 0.104
C -2.214 0.313 -0.179
C -2.634 -0.143 -1.547
C -1.724 -1.246 -2.177
C -0.340 -1.435 -1.607
C 0.883 -0.599 -2.054
C 1.092 0.846 -1.415
C -0.121 1.695 -0.950
H -2.725 0.727 -2.237
H -1.667 -1.076 -3.258
H -3.642 -0.575 -1.451
H -0.710 2.038 -1.836
H -1.090 1.678 1.062
H -3.012 0.354 0.561
H 0.281 2.633 -0.526
H 1.723 0.661 -0.517
H 1.739 -1.143 -1.603
H 1.679 1.491 -2.102
H -2.253 -2.213 -2.085
H -0.100 -2.509 -1.711
P -1.159 1.238 -3.863
C -1.065 2.982 -4.422
C -2.283 0.589 -5.175
P 1.121 -0.809 -3.841
C 0.489 0.720 -4.548
C 0.481 -2.124 -4.895
C 2.884 -0.760 -4.207
H -0.155 3.456 -4.032
H -1.948 3.525 -4.059
H -1.047 2.989 -5.518
H -1.982 1.032 -6.131
H -3.302 0.917 -4.929
H -2.264 -0.506 -5.247
H 2.991 -0.451 -5.258
H 3.320 -1.758 -4.076
H 3.390 -0.040 -3.554
H 1.223 1.508 -4.311
H 0.399 0.601 -5.636
H 1.156 -2.998 -4.861
H 0.484 -1.744 -5.936
H -0.544 -2.446 -4.651
Cl -0.026 3.629 3.112
C 1.395 3.129 3.909
C 1.649 3.555 5.203
C 2.765 3.062 5.902
C 3.661 2.194 5.275
C 3.453 1.787 3.959
C 2.293 2.216 3.224
C 2.007 1.713 1.965
H 0.963 4.255 5.669
H 2.931 3.368 6.933
H 4.541 1.821 5.810
H 4.162 1.119 3.454
H 2.667 0.970 1.549
H 1.257 2.180 1.349
```

The gap between HOMO and LUMO (spin up / spin down) is 6.31 / 6.17 eV. The calculation puts the energy at -65420.85163 eV. The max |F| comes out at 3.10 eV Å⁻¹. The spin multiplicity is 5. The energy above the lowest of the compared OMol25 structures with the same formula, charge and spin is 0.0 kJ/mol. Its charge is +2. The molar mass comes out at 695.34 Da.

The computed Mulliken charges, all in e, follow: atom 1 (Os): -0.137, atom 2 (C): -0.582, atom 3 (C): 1.147, atom 4 (C): 0.674, atom 5 (C): 1.283, atom 6 (C): 0.610, atom 7 (C): -2.082, atom 8 (H): 0.466, atom 9 (H): 0.479, atom 10 (H): 0.344, atom 11 (C): -1.306, atom 12 (H): 0.380, atom 13 (H): 0.162, atom 14 (H): 0.320, atom 15 (C): -1.434, atom 16 (H): 0.380, atom 17 (H): 0.017, atom 18 (H): 0.460, atom 19 (C): -1.644, atom 20 (H): 0.304, atom 21 (H): 0.480, atom 22 (H): 0.312, atom 23 (C): -1.181, atom 24 (H): 0.376, atom 25 (H): 0.255, atom 26 (H): 0.395, atom 27 (C): -0.773, atom 28 (C): -0.300, atom 29 (C): -0.707, atom 30 (C): -0.422, atom 31 (C): -0.081, atom 32 (C): -0.544, atom 33 (C): -0.571, atom 34 (C): -0.751, atom 35 (H): 0.165, atom 36 (H): -0.397, atom 37 (H): 0.613, atom 38 (H): -0.091, atom 39 (H): 0.608, atom 40 (H): 0.853, atom 41 (H): 0.757, atom 42 (H): -0.080, atom 43 (H): 0.648, atom 44 (H): 0.548, atom 45 (H): 0.586, atom 46 (H): 0.741, atom 47 (P): 0.477, atom 48 (C): -1.303, atom 49 (C): -1.333, atom 50 (P): 0.749, atom 51 (C): -1.692, atom 52 (C): -1.284, atom 53 (C): -1.253, atom 54 (H): 0.410, atom 55 (H): 0.362, atom 56 (H): 0.464, atom 57 (H): 0.477, atom 58 (H): 0.405, atom 59 (H): 0.312, atom 60 (H): 0.419, atom 61 (H): 0.460, atom 62 (H): 0.421, atom 63 (H): 0.505, atom 64 (H): 0.872, atom 65 (H): 0.454, atom 66 (H): 0.462, atom 67 (H): 0.300, atom 68 (Cl): -0.190, atom 69 (C): 0.781, atom 70 (C): -0.477, atom 71 (C): -0.448, atom 72 (C): -0.778, atom 73 (C): -0.271, atom 74 (C): -0.143, atom 75 (C): -0.702, atom 76 (H): 0.444, atom 77 (H): 0.415, atom 78 (H): 0.392, atom 79 (H): 0.438, atom 80 (H): 0.603, atom 81 (H): -0.028

Q: Look up the energy above the lowest of the compared OMol25 structures with the same formula, charge and spin of the first one.
A: 433.4 kJ/mol